{"formula": "C2H6N4S", "method": "wB97M-V/def2-TZVPD", "elements": ["N", "N", "C", "N", "C", "N", "S", "H", "H", "H", "H", "H", "H"], "positions_angstrom": [[0.610, 0.022, 2.037], [1.851, -0.102, 1.394], [2.133, 0.168, 0.126], [1.393, 0.573, -0.866], [0.027, 0.526, -0.952], [-0.700, -0.420, -0.466], [-2.381, -0.284, -0.806], [0.343, 0.993, 1.989], [-0.054, -0.497, 1.456], [2.573, -0.424, 2.014], [3.216, 0.096, -0.075], [-0.381, 1.309, -1.583], [-2.647, -1.608, -0.644]], "homo_lumo_gap_ev": 9.1, "total_energy_ha": -696.95300, "smiles": "NN/C=N\\C=N\\S", "lumo_ha": 0.030, "de_lowest_kj_mol": 191.8, "homo_ev": -8.24}

{"formula": "C36H52BBrN8OSTb", "method": "wB97M-V/def2-TZVPD", "elements": ["Tb", "C", "C", "C", "C", "C", "C", "N", "N", "B", "N", "C", "C", "C", "N", "C", "C", "C", "N", "C", "C", "C", "N", "C", "C", "C", "H", "H", "H", "H", "H", "H", "H", "H", "H", "H", "H", "H", "H", "H", "H", "H", "H", "H", "H", "H", "H", "H", "H", "H", "H", "H", "H", "H", "C", "C", "N", "C", "C", "C", "O", "C", "C", "C", "C", "N", "C", "H", "H", "H", "H", "H", "H", "H", "H", "H", "H", "H", "H", "H", "H", "C", "S", "C", "H", "H", "H", "H", "H", "H", "Br", "C", "C", "C", "C", "C", "C", "H", "H", "H", "H"], "positions_angstrom": [[0.342, -0.065, 0.626], [5.018, 2.248, 1.467], [3.541, 2.398, 1.803], [3.219, 3.583, 2.726], [3.178, 1.085, 2.480], [3.685, 0.637, 3.785], [3.100, -0.583, 4.012], [2.258, -0.918, 2.982], [2.403, 0.107, 1.990], [1.941, -2.373, 2.586], [0.384, -2.628, 2.676], [-0.274, -3.581, 3.377], [-1.605, -3.235, 3.471], [-1.667, -1.939, 2.836], [-0.461, -1.542, 2.420], [-2.835, -1.018, 2.894], [-3.211, -0.592, 4.343], [-4.134, -1.696, 2.426], [2.420, -2.713, 1.140], [3.175, -3.703, 0.704], [3.130, -3.743, -0.663], [2.299, -2.635, -1.021], [1.732, -2.053, 0.043], [2.127, -2.165, -2.490], [1.315, -3.204, -3.374], [3.488, -2.017, -3.153], [5.448, 3.231, 1.257], [5.572, 1.906, 2.348], [5.153, 1.548, 0.624], [2.849, 2.458, 0.917], [3.951, 3.556, 3.569], [3.293, 4.550, 2.209], [2.160, 3.461, 3.055], [4.513, 1.021, 4.314], [3.156, -1.264, 4.795], [2.532, -3.136, 3.402], [0.170, -4.480, 3.834], [-2.484, -3.826, 3.777], [-2.714, -0.099, 2.197], [-3.745, -1.374, 4.915], [-2.343, -0.208, 4.938], [-3.857, 0.269, 4.275], [-4.607, -2.221, 3.193], [-4.789, -0.918, 2.115], [-3.931, -2.369, 1.611], [3.809, -4.269, 1.360], [3.724, -4.298, -1.361], [1.708, -1.140, -2.558], [1.719, -4.190, -3.275], [0.261, -3.189, -3.113], [1.379, -2.882, -4.404], [4.147, -2.937, -3.210], [3.390, -1.519, -4.143], [4.118, -1.338, -2.587], [-1.098, 1.731, -4.906], [-2.048, 0.568, -5.156], [-3.317, 0.666, -4.430], [-4.275, 1.653, -4.984], [-4.807, 2.571, -3.898], [-3.794, -0.311, -3.550], [-4.929, -0.636, -3.419], [-2.771, -0.953, -2.571], [-3.119, -2.316, -2.323], [-2.382, -2.982, -1.339], [-1.352, -2.327, -0.740], [-0.988, -1.059, -0.989], [-1.699, -0.397, -1.925], [-0.754, 1.810, -3.896], [-1.561, 2.706, -5.257], [-0.215, 1.568, -5.631], [-1.556, -0.329, -4.805], [-2.238, 0.554, -6.255], [-4.976, 1.017, -5.475], [-3.778, 2.204, -5.869], [-5.529, 1.960, -3.326], [-5.344, 3.422, -4.347], [-3.976, 2.988, -3.299], [-3.901, -2.766, -2.956], [-2.575, -4.003, -1.066], [-0.745, -2.841, 0.018], [-1.513, 0.651, -1.965], [3.407, 1.420, -1.639], [1.566, 1.505, -1.690], [1.485, 3.329, -1.468], [3.821, 2.099, -0.848], [3.807, 1.797, -2.535], [3.789, 0.374, -1.574], [1.989, 3.583, -0.522], [0.468, 3.742, -1.380], [2.065, 3.755, -2.355], [-2.869, 4.151, 5.232], [-1.982, 3.191, 3.901], [-2.415, 3.389, 2.593], [-1.678, 2.751, 1.561], [-0.705, 1.881, 1.870], [-0.319, 1.631, 3.163], [-0.952, 2.297, 4.192], [-3.279, 4.016, 2.429], [-2.025, 2.818, 0.573], [0.474, 0.942, 3.489], [-0.561, 2.183, 5.226]], "s_squared": 12.600, "charge": 1, "spin_multiplicity": 7, "homo_lumo_gap_ev": [7.4, 7.8], "total_energy_ha": -5737.58343, "lumo_ha": [-0.114, -0.108], "homo_ev": [-10.55, -10.68]}